Record 1
ORCA calculation (wB97M-V/def2-TZVPD) on a single C4H5N3O molecule in a non-equilibrium geometry.

Results
E_LUMO (Ha): 0.033
ΔE to the lowest compared entry with this formula, charge and spin (kcal/mol): 132.32

```
! wB97M-V def2-TZVPD RIJCOSX def2/J DEFGRID3
* xyz 0 1
H 1.44690 -3.21714 0.15325
N 0.79129 -2.30717 0.30326
C 0.76476 -1.59365 -0.75190
N -0.22281 -0.51593 -0.46020
C -0.09049 -0.00352 1.00082
C -0.59407 1.22137 1.27721
O -1.11413 2.10475 0.38218
C -0.72081 1.72345 -0.92390
N -0.10201 0.59243 -1.30803
H 1.40134 -1.41458 -1.83553
H 0.47188 -0.55762 1.71369
H -1.09505 1.52749 2.24932
H -0.93681 2.44013 -1.80016
*
```

Atomic partial charges in e from the Löwdin method, atoms 1 to 5: H 0.113; N 0.029; C -0.247; N -0.134; C -0.015



Record 2
ORCA calculation (wB97M-V/def2-TZVPD) on 2 unconnected molecules or ions with the total composition C2H2FO2S in a non-equilibrium geometry.

Results
E_LUMO (spin up / spin down) (Ha): 0.112 / 0.112
ΔE to the lowest compared entry with this formula, charge and spin (kcal/mol): 165.96

```
! wB97M-V def2-TZVPD RIJCOSX def2/J DEFGRID3
* xyz -1 1
C 2.28251 -0.96548 1.31838
C -0.86148 -0.20701 0.07568
O -1.99503 -0.46263 -0.71819
O -0.66324 1.28611 -2.18986
F 2.32946 0.39681 1.06271
S -1.46616 1.06988 -0.99385
H 1.70834 -1.29244 0.40378
H -1.33440 0.17476 1.04135
*
```

Atomic partial charges in e from the Löwdin method, atoms 1 to 5: C 0.089; C -0.470; O -0.518; O -0.600; F -0.156



Record 3
ORCA calculation (wB97M-V/def2-TZVPD) on a molecular structure, C26H24Cl4N2OPRu in a non-equilibrium geometry.

Results
⟨S²⟩: 0.973
E_LUMO (spin up / spin down) (Ha): -0.299 / -0.281
ΔE to the lowest compared entry with this formula, charge and spin (kcal/mol): 59.19

```
! wB97M-V def2-TZVPD RIJCOSX def2/J DEFGRID3
* xyz 2 2
Ru 0.40948 0.35321 -0.03699
Cl 1.13142 -6.92929 -0.86010
C 0.62791 -5.31760 -0.92717
C 1.30821 -4.36368 -0.13154
C 0.90510 -3.07387 -0.19427
Cl 1.69078 -1.86006 0.76152
C -0.18501 -2.62458 -1.03738
O -0.54462 -1.43219 -1.10194
C -0.84462 -3.65989 -1.82099
Cl -2.13492 -3.18257 -2.81678
C -0.44172 -4.96357 -1.76143
H 2.12531 -4.67493 0.50431
H -0.94067 -5.72005 -2.35083
Cl -1.36551 1.88055 -1.15745
C -0.72227 2.47506 -2.68259
C -1.48961 3.36708 -3.40100
C -0.99266 3.82123 -4.61623
C 0.23909 3.38350 -5.08326
C 0.99073 2.48780 -4.33621
C 0.51586 2.03027 -3.10753
P 1.49708 0.94384 -2.06727
C 2.84196 0.27405 -3.03939
C 4.10689 0.86097 -3.04454
C 5.09151 0.34942 -3.87752
C 4.81861 -0.73788 -4.69685
C 3.55994 -1.32626 -4.69003
C 2.57132 -0.82472 -3.86009
C 2.29252 2.04093 -0.87450
C 2.06433 3.41842 -0.76520
C 2.71296 4.15613 0.20972
C 3.59665 3.53572 1.09252
C 3.83648 2.17478 0.99377
C 3.18971 1.42758 0.01377
H -2.45383 3.68912 -3.03259
H -1.58103 4.51652 -5.19997
H 0.61732 3.73985 -6.03130
H 1.95070 2.14695 -4.70292
H 4.32431 1.71425 -2.41690
H 6.07272 0.80448 -3.88895
H 5.59098 -1.12724 -5.34685
H 3.35187 -2.17259 -5.33071
H 1.58642 -1.28038 -3.85840
H 1.38894 3.91369 -1.45283
H 2.54978 5.22426 0.27083
H 4.11266 4.12324 1.84081
H 4.54214 1.69586 1.66040
H 3.44072 0.38046 -0.11138
N 0.63860 1.76632 1.83864
C -0.56500 1.69987 2.68135
C -0.97732 0.25181 2.74323
N -1.21110 -0.19071 1.34807
H 1.44505 1.43209 2.35643
H 0.85747 2.72281 1.57386
H -1.34804 2.29109 2.20097
H -0.41175 2.10637 3.68148
H -1.85696 0.11955 3.37341
H -0.17319 -0.35816 3.15798
H -2.04597 0.26736 0.99090
H -1.38923 -1.18908 1.30841
*
```

Atomic partial charges in e from the Löwdin method, atoms 1 to 5: Ru 0.873; Cl 0.767; C -0.676; C -0.124; C -0.557



Record 4
ORCA calculation (wB97M-V/def2-TZVPD) on 2 unconnected molecules or ions with the total composition C3H10O2S.

Results
E_LUMO (Ha): 0.026
ΔE to the lowest compared entry with this formula, charge and spin (kcal/mol): 3.46

```
! wB97M-V def2-TZVPD RIJCOSX def2/J DEFGRID3
* xyz 0 1
O -1.87904 0.79824 1.26573
C -1.69412 -0.43233 0.55937
C -0.28748 -0.97578 0.70431
C 0.60934 -0.58154 -0.44829
S 2.30479 -1.22982 -0.38596
H -1.00709 1.11988 1.50598
H -1.91241 -0.24088 -0.50183
H -2.46146 -1.10607 0.90705
H -0.31094 -2.07589 0.76903
H 0.10532 -0.69255 1.66907
H 0.13207 -0.88821 -1.37014
H 0.78505 0.50825 -0.50548
H 2.04961 -2.45197 0.10476
O -0.97747 3.11897 -0.96069
H -1.83812 2.81776 -1.25183
H -0.95067 3.03372 0.00136
*
```

Atomic partial charges in e from the Löwdin method, atoms 1 to 5: O -0.078; C -0.255; C -0.269; C -0.590; S 0.696



Record 5
ORCA calculation (wB97M-V/def2-TZVPD) on a single C4H7NO2 molecule in a non-equilibrium geometry.

Results
E_LUMO (Ha): 0.025
ΔE to the lowest compared entry with this formula, charge and spin (kcal/mol): 23.73

```
! wB97M-V def2-TZVPD RIJCOSX def2/J DEFGRID3
* xyz 0 1
C -1.89798 0.04379 -0.38456
C -0.86901 1.14616 -0.43611
O -1.14099 2.27358 -0.78588
N 0.43526 0.80852 -0.14177
C 0.88133 -0.32916 0.62456
C 1.95187 -1.16422 -0.01683
O 2.06050 -2.34705 0.15418
H -1.52382 -0.95617 -0.55684
H -2.80406 0.38956 -0.87347
H -2.18062 -0.02076 0.68259
H 0.98296 1.65860 -0.08661
H 0.06492 -0.93892 1.00228
H 1.39112 0.07524 1.52004
H 2.64852 -0.63917 -0.70158
*
```

Atomic partial charges in e from the Löwdin method, atoms 1 to 5: C -0.001; C -0.541; O 0.055; N 0.049; C -0.162



Record 6
ORCA calculation (wB97M-V/def2-TZVPD) on a gas-phase ion, C9H12NO2S (charge -1) in a non-equilibrium geometry.

Results
E_LUMO (Ha): 0.113
ΔE to the lowest compared entry with this formula, charge and spin (kcal/mol): 75.39

```
! wB97M-V def2-TZVPD RIJCOSX def2/J DEFGRID3
* xyz -1 1
C 1.52600 -0.79215 1.81347
C 1.48420 -1.35032 0.35817
C 1.86646 -2.83008 0.53186
C 2.44757 -0.59478 -0.77969
S -0.28076 -0.88710 -0.46547
O -0.08812 -0.66655 -1.94866
C -0.26818 0.99140 -0.07449
N -1.51819 1.51731 -0.11746
C -2.71729 0.83607 -0.47595
C -3.70874 1.74935 -0.64073
C -3.23283 3.02541 -0.48169
C -1.90477 2.97390 -0.15752
O -1.07971 3.84317 0.00152
H 2.51287 -0.90993 2.29426
H 1.38554 0.17031 1.85887
H 0.62385 -1.28440 2.29856
H 1.24845 -3.56897 1.16701
H 2.82715 -2.75832 0.87877
H 2.01121 -3.37488 -0.46523
H 3.45685 -0.73368 -0.39086
H 2.23396 -1.00954 -1.83814
H 2.16008 0.46100 -0.69411
H -2.61375 -0.18441 -0.81123
H -4.64818 1.50577 -1.02839
H -3.72368 3.87141 -0.83288
*
```

Atomic partial charges in e from the Löwdin method, atoms 1 to 5: C -0.103; C -0.608; C -0.132; C -0.087; S 0.854



Record 7
ORCA calculation (wB97M-V/def2-TZVPD) on 2 unconnected molecules or ions with the total composition C3H3ClF2 in a non-equilibrium geometry.

Results
E_LUMO (spin up / spin down) (Ha): -0.029 / -0.009
ΔE to the lowest compared entry with this formula, charge and spin (kcal/mol): 107.57

```
! wB97M-V def2-TZVPD RIJCOSX def2/J DEFGRID3
* xyz 0 1
C 0.60811 0.76801 -0.32664
C 1.61202 0.03814 0.06066
C -1.67486 -0.32148 -0.14756
F 2.73437 0.54025 0.59392
F -1.49429 -1.01351 0.97618
Cl 1.60199 -1.73382 0.17585
H 0.47437 1.91042 -0.22014
H -1.98532 -0.89498 -1.06360
H -1.87638 0.70697 -0.04867
*
```

Atomic partial charges in e from the Löwdin method, atoms 1 to 5: C 0.023; C -0.838; C 0.009; F -0.012; F -0.025



Record 8
ORCA calculation (wB97M-V/def2-TZVPD) on 16 unconnected molecules or ions with the total composition C22H78F3NO17P2S in a non-equilibrium geometry.

Results
E_LUMO (Ha): 0.002

```
! wB97M-V def2-TZVPD RIJCOSX def2/J DEFGRID3
* xyz 0 1
C 4.75827 -1.19542 1.05566
C 3.78406 -0.00907 1.01546
C 2.75322 -0.10191 -0.12255
C 1.39137 0.56074 0.17192
N 0.25967 -0.36732 -0.03913
P -1.26563 0.30186 0.51750
C -2.31638 -0.79195 -0.51723
C -3.33682 -1.66645 0.22498
C -2.69881 -2.84593 0.91910
F -1.86782 -2.45560 1.91355
F -3.60180 -3.66826 1.44823
F -1.91886 -3.58075 0.08891
P -3.16470 1.45952 1.33207
O -2.68106 3.00696 1.20137
O -4.42696 1.38555 0.29618
S -3.73582 0.99979 3.13785
H 5.71784 -0.92509 1.51173
H 4.98231 -1.54647 0.03646
H 4.33310 -2.04078 1.61516
H 3.25153 0.06575 1.97483
H 4.36665 0.91742 0.90919
H 2.58331 -1.16058 -0.37101
H 3.17247 0.38169 -1.01532
H 1.23877 1.41888 -0.49963
H 1.36166 0.96718 1.19928
H 0.48270 -1.24719 0.42541
H -0.87204 1.54857 0.01249
H -1.03821 -0.00157 1.87370
H -1.60586 -1.42222 -1.06419
H -2.83704 -0.15198 -1.23854
H -4.06849 -2.07658 -0.48592
H -3.90031 -1.13005 0.99754
H -3.12823 3.55749 1.86767
H -5.23308 1.18500 0.79965
C 4.97331 3.09354 -1.88403
O 4.52703 1.80733 -2.27178
H 4.32768 3.42739 -1.07266
H 6.00518 3.07506 -1.51876
H 4.90484 3.82125 -2.69897
H 5.09568 1.50045 -2.99115
C -4.23343 -2.01051 5.31982
O -3.94133 -0.80559 6.02213
H -5.31570 -2.08299 5.24462
H -3.80721 -1.99547 4.31385
H -3.85652 -2.88222 5.86119
H -2.98287 -0.72953 6.08344
C -0.21645 3.55203 -2.51739
O -0.11259 3.55826 -1.09901
H 0.78123 3.35179 -2.90240
H -0.89140 2.76783 -2.87432
H -0.55945 4.51528 -2.90462
H -0.98546 3.74014 -0.73206
C 6.17028 -0.64017 -4.73498
O 6.54449 0.28118 -3.70414
H 5.08887 -0.74476 -4.68136
H 6.43885 -0.25486 -5.72176
H 6.62583 -1.61903 -4.60033
H 7.49897 0.38835 -3.73473
C -3.65544 2.68965 7.09870
O -2.66562 2.17007 6.21501
H -3.16694 3.40146 7.76038
H -4.44632 3.19711 6.54182
H -4.10139 1.89436 7.70400
H -3.12500 1.55070 5.63680
C 5.56778 -3.69612 -7.15232
O 6.59441 -3.59587 -6.17241
H 4.61788 -3.69653 -6.62456
H 5.57973 -2.84931 -7.84359
H 5.63965 -4.62183 -7.72878
H 7.44818 -3.59966 -6.61990
C 1.67047 -3.57993 -7.13370
O 2.34387 -3.73352 -8.38093
H 2.35426 -3.05326 -6.47115
H 0.75447 -2.99585 -7.21997
H 1.43650 -4.55156 -6.68914
H 1.75775 -4.19771 -8.98432
C 0.23299 3.72554 3.25666
O 0.47409 2.39694 2.80347
H 1.13646 4.29320 3.04421
H -0.60531 4.18329 2.72423
H 0.03449 3.75741 4.33003
H -0.30751 1.88026 3.03155
C -2.35415 -2.01246 -5.95634
O -0.97115 -1.68969 -5.97840
H -2.51294 -2.76292 -6.72763
H -2.66167 -2.43366 -4.99509
H -2.98143 -1.14606 -6.18151
H -0.80052 -1.02636 -5.30362
C -1.90258 -2.23352 8.93491
O -1.70257 -0.83143 9.01632
H -1.07788 -2.70723 9.46272
H -2.83983 -2.53869 9.40809
H -1.89601 -2.58699 7.89900
H -2.42866 -0.39045 8.56405
C -0.25323 6.74993 0.03921
O -0.97441 7.66179 -0.78242
H 0.21339 6.02439 -0.62017
H 0.52665 7.25215 0.61771
H -0.91667 6.21507 0.72619
H -1.39620 8.31447 -0.21715
C -7.24914 2.17720 6.09678
O -7.01958 3.56272 6.32704
H -6.47366 1.61879 6.61651
H -8.22606 1.87047 6.47926
H -7.19573 1.94705 5.03084
H -7.70347 4.04491 5.85175
C 0.76324 -5.25756 -2.13176
O 0.77648 -5.10621 -0.72260
H 1.80051 -5.36234 -2.44208
H 0.21467 -6.15045 -2.44631
H 0.33847 -4.38526 -2.63808
H -0.12831 -5.00536 -0.41289
C 10.03236 -4.38015 -5.13533
O 9.78976 -3.71321 -6.37131
H 9.76388 -3.68204 -4.34657
H 9.41831 -5.27720 -5.02934
H 11.08500 -4.65018 -5.02370
H 10.02585 -4.31034 -7.08729
C -8.31203 2.64032 2.29446
O -8.94886 3.17528 3.44581
H -7.30972 2.34753 2.60400
H -8.83208 1.75725 1.91360
H -8.22812 3.37861 1.49256
H -9.84020 3.44692 3.20975
*
```

Atomic partial charges in e from the Löwdin method, atoms 1 to 5: C -0.118; C -0.257; C -0.192; C -0.283; N -0.260